# 1
42
Properties=species:S:1:pos:R:3:nbo_charge:R:1 method="wB97M-V/def2-TZVPD" lumo_energy_ev=3.03 homo_lumo_gap_ev=9.3 e_homo_ev=-6.313 total_charge=-1 multiplicity=1 relative_energy_ev=0.000
C 1.6848 0.8961 -2.4593 -0.064
O 1.7853 -0.5240 -2.4413 -0.784
C 0.2748 1.4308 -2.7219 -0.417
C -0.6540 1.0981 -1.5446 -0.438
C -1.1359 -0.3468 -1.6572 -0.163
C -2.4031 -0.6356 -1.9327 -0.229
C -2.8354 -2.0786 -2.0506 -0.650
H 2.3740 1.2080 -3.2440 0.154
H 1.9885 1.3268 -1.4993 0.172
H 0.3734 2.5144 -2.7925 0.195
H -0.0898 1.1121 -3.6920 0.195
H -0.1695 1.3359 -0.5981 0.239
H -1.6068 1.6346 -1.5562 0.194
H -0.3966 -1.1173 -1.4888 0.207
H -3.0797 0.1549 -2.2464 0.188
H -2.7629 -2.5754 -1.0840 0.224
H -2.1753 -2.6577 -2.7027 0.209
H -3.8516 -2.2513 -2.4104 0.201
H -2.8172 -0.1413 2.6294 0.482
H -2.9611 1.0342 1.6613 0.475
O -3.4754 0.4244 2.2006 -0.964
H 1.8792 -0.1761 0.7572 0.504
H 2.0583 0.6311 2.2555 0.448
O 1.8403 0.8659 1.3474 -1.120
H -0.9595 -0.6727 3.2365 0.488
H -0.7160 0.8673 2.9669 0.502
O -0.9119 0.2044 3.6403 -1.001
H -0.1906 3.1568 2.0883 0.466
H 0.6055 1.9632 1.4795 0.517
O -0.3113 2.3275 1.6079 -1.018
H 2.7594 2.4432 2.0742 0.506
H 2.2866 3.0771 3.4535 0.462
O 2.6232 3.2724 2.5736 -0.985
H -0.0870 -1.6232 0.6168 0.512
H -1.5049 -1.1995 0.8166 0.465
O -0.8234 -1.7216 1.2651 -0.993
H 2.4144 -1.7539 0.6209 0.447
H 1.8566 -0.7691 -1.4881 0.513
O 1.7144 -1.2418 0.1828 -1.136
H 2.0490 -3.2874 -0.5571 0.480
H 1.1209 -3.5249 -1.7172 0.471
O 1.6066 -4.0011 -1.0329 -0.956

=====

# 2
9
Properties=species:S:1:pos:R:3:nbo_charge:R:1 method="wB97M-V/def2-TZVPD" smiles="C=CC=C=O" lumo_energy_ev=0.65 homo_lumo_gap_ev=9.3 e_homo_ev=-8.676 total_charge=0 multiplicity=1 relative_energy_ev=1.233
C 1.3946 -0.4649 0.6626 -0.419
C 0.0862 -0.4974 0.3467 -0.170
C -0.5396 0.5131 -0.6021 -0.588
C -1.7645 0.6572 -0.8986 0.720
O -2.8945 0.8535 -1.1172 -0.443
H 1.7525 -1.2538 1.4154 0.211
H 2.1347 0.2671 0.2746 0.200
H -0.5326 -1.1265 0.9604 0.210
H 0.3632 1.0517 -1.0419 0.281

=====

# 3
17
Properties=species:S:1:pos:R:3:nbo_charge:R:1 method="wB97M-V/def2-TZVPD" lumo_energy_ev=-3.51 homo_lumo_gap_ev=9.1 e_homo_ev=-12.615 total_charge=+1 multiplicity=1 relative_energy_ev=0.255
C -2.6699 0.4037 -1.1530 -0.424
N -1.3212 1.0079 -0.9255 -0.694
H -3.1497 0.2488 -0.1982 0.239
H -2.5663 -0.5334 -1.6748 0.241
H -3.2767 1.1067 -1.7106 0.241
H -1.2342 1.5555 -0.0691 0.440
H -0.5742 0.2856 -0.8569 0.451
H -1.0041 1.6253 -1.6763 0.442
C 0.6526 -1.4023 1.0527 -0.745
S 1.5109 -0.5262 -0.2841 0.139
C 2.8609 0.1632 0.7225 -0.716
H -0.2311 -1.8873 0.6470 0.226
H 1.3039 -2.1679 1.4453 0.242
H 0.3740 -0.7167 1.8524 0.216
H 3.5237 0.7893 0.1371 0.250
H 3.3882 -0.6842 1.1606 0.234
H 2.4132 0.7320 1.5309 0.218

=====

# 4
9
Properties=species:S:1:pos:R:3:nbo_charge:R:1 method="wB97M-V/def2-TZVPD" smiles="C=C=C=NN=C=O" lumo_energy_ev=-0.84 homo_lumo_gap_ev=8.3 e_homo_ev=-9.146 total_charge=0 multiplicity=1 relative_energy_ev=5.080
C 0.0904 -0.2747 -0.3646 -0.421
C -1.1630 -0.6895 -0.2166 -0.027
C -2.1700 -1.4948 -0.0657 0.139
N -3.4876 -1.4524 -0.0206 -0.206
N -4.0533 -0.3164 0.1670 -0.411
C -3.2888 0.6670 0.1143 0.888
O -2.3065 1.2938 -0.0742 -0.438
H 0.1657 0.8535 -0.5089 0.234
H 0.9374 -0.8376 -0.8178 0.242